2 unconnected molecules or ions with the total composition C4H9N3O2. Source: the Open Molecules 2025 dataset; level of theory: wB97M-V/def2-TZVPD.

Values from the calculation:
HOMO energy (eV): -9.6
Calculated total energy (eV): -12859.6839
Energy above the lowest of the compared OMol25 structures with the same formula, charge and spin (eV): 0.244
Structure (SMILES): C=NC(N)=O.CC(N)=O
HOMO-LUMO gap (eV): 10.381
Largest force on an atom (eV Å⁻¹): 2.13

```
! wB97M-V def2-TZVPD RIJCOSX def2/J DEFGRID3
* xyz 0 1
C 2.09 -0.46 -1.23
N 0.93 -0.82 -1.53
C 0.11 -1.46 -0.50
N -1.20 -1.42 -0.86
O 0.53 -2.02 0.48
H 2.42 -0.44 -0.15
H 2.72 0.00 -1.97
H -1.84 -2.03 -0.39
H -1.41 -1.13 -1.80
C -0.76 0.73 1.89
C 0.11 1.15 0.73
N -0.57 1.59 -0.37
O 1.33 1.18 0.78
H -1.80 1.01 1.76
H -0.69 -0.35 2.01
H -0.37 1.19 2.80
H -0.03 1.86 -1.18
H -1.55 1.43 -0.47
*
```

A molecular structure, C27H30F3GeNO8P2Pd. Source: the Open Molecules 2025 dataset; level of theory: wB97M-V/def2-TZVPD.

Values from the calculation:
HOMO energy (alpha / beta) (eV): -11.9 / -11.9
Calculated total energy (eV): -133081.1161
Energy above the lowest of the compared OMol25 structures with the same formula, charge and spin (eV): 1.089
HOMO-LUMO gap (alpha / beta) (eV): 7.619 / 7.182
Largest force on an atom (eV Å⁻¹): 0.49

```
! wB97M-V def2-TZVPD RIJCOSX def2/J DEFGRID3
* xyz 1 2
Pd 0.32 0.84 0.42
C 2.84 -1.87 -2.63
C 2.66 -0.40 -2.25
O 3.52 0.46 -3.01
P 1.00 0.19 -2.69
O 1.08 1.76 -2.60
O 0.78 -0.04 -4.24
O -0.06 -0.35 -1.80
P 2.87 -0.12 -0.44
O 4.41 -0.55 -0.25
O 2.70 1.34 -0.17
O 1.94 -1.06 0.27
H 2.77 -1.99 -3.71
H 2.09 -2.49 -2.13
H 3.83 -2.21 -2.32
H 4.43 0.36 -2.68
H 1.98 2.08 -2.77
H 0.63 -0.95 -4.53
H 4.50 -1.42 0.18
C -2.38 2.29 -2.57
O -1.78 1.62 -1.46
H -3.30 1.79 -2.87
H -1.68 2.34 -3.41
H -2.62 3.30 -2.25
H -1.52 0.73 -1.74
F 4.61 0.96 5.77
C 3.39 0.44 5.92
F 3.51 -0.82 6.36
F 2.77 1.15 6.89
C 2.60 0.52 4.64
C 2.54 1.73 3.95
C 1.79 1.79 2.80
N 1.11 0.73 2.35
C 1.19 -0.43 2.98
C 1.93 -0.58 4.14
H 3.08 2.60 4.30
H 1.74 2.69 2.21
H 0.66 -1.26 2.54
H 1.97 -1.54 4.64
C -2.49 -1.18 5.54
C -1.55 -0.16 5.47
C -1.37 0.54 4.29
C -2.13 0.23 3.16
C -3.08 -0.80 3.25
C -3.25 -1.50 4.43
Ge -2.05 1.27 1.54
C -1.12 2.96 1.62
C -1.03 3.65 2.84
C -0.29 4.81 2.94
C 0.45 5.27 1.84
C 0.40 4.58 0.64
C -0.40 3.45 0.51
C -3.69 1.21 0.54
C -4.27 0.04 0.05
C -5.49 0.11 -0.61
C -6.14 1.33 -0.76
C -5.56 2.49 -0.27
C -4.33 2.43 0.38
H -2.63 -1.73 6.47
H -0.96 0.10 6.34
H -0.62 1.32 4.25
H -3.71 -1.03 2.40
H -3.99 -2.29 4.48
H -1.59 3.31 3.70
H -0.27 5.36 3.87
H 1.06 6.16 1.94
H 0.97 4.93 -0.21
H -0.49 2.97 -0.46
H -3.77 -0.91 0.14
H -5.94 -0.80 -1.01
H -7.09 1.37 -1.27
H -6.06 3.44 -0.38
H -3.88 3.35 0.74
*
```

C3H7N3S in the gas phase. Source: the Open Molecules 2025 dataset; level of theory: wB97M-V/def2-TZVPD.

Values from the calculation:
HOMO energy (eV): -8.2
Calculated total energy (eV): -18527.5179
Energy above the lowest of the compared OMol25 structures with the same formula, charge and spin (eV): 2.953
Structure (SMILES): C/C(=N\N)C(N)=S
HOMO-LUMO gap (eV): 8.309
Largest force on an atom (eV Å⁻¹): 3.30

```
! wB97M-V def2-TZVPD RIJCOSX def2/J DEFGRID3
* xyz 0 1
C 1.24 -1.09 0.77
C 0.30 -0.43 -0.19
N 0.40 -0.64 -1.45
N 1.44 -1.53 -1.76
C -0.51 0.71 0.23
N -0.92 1.34 -0.83
S -1.10 1.00 1.67
H 1.43 -0.72 1.87
H 0.72 -2.05 1.02
H 2.15 -1.11 0.06
H 1.45 -1.92 -2.72
H 1.32 -2.32 -1.14
H -0.53 0.64 -1.59
H -1.68 2.12 -0.76
*
```

C7H10 in the gas phase. Source: the Open Molecules 2025 dataset; level of theory: wB97M-V/def2-TZVPD.

Values from the calculation:
HOMO energy (eV): -9.4
Calculated total energy (eV): -7418.1391
Energy above the lowest of the compared OMol25 structures with the same formula, charge and spin (eV): 2.896
Structure (SMILES): C#CC1(CC)CC1
HOMO-LUMO gap (eV): 10.589
Largest force on an atom (eV Å⁻¹): 0.88

```
! wB97M-V def2-TZVPD RIJCOSX def2/J DEFGRID3
* xyz 0 1
C -1.18 2.36 0.83
C -0.88 1.23 0.54
C -0.45 -0.12 0.21
C 0.92 -0.47 0.79
C 1.94 0.07 -0.21
C -0.74 -0.51 -1.21
C -1.57 -1.08 -0.05
H -1.43 3.36 1.10
H 1.01 -1.55 0.93
H 0.98 0.00 1.78
H 2.75 -0.62 -0.43
H 2.35 1.04 0.08
H 1.38 0.22 -1.15
H -1.05 0.25 -1.92
H -0.09 -1.26 -1.66
H -1.39 -2.14 0.07
H -2.56 -0.78 0.30
*
```

A molecular structure, C33H57LaN3O4Si. Source: the Open Molecules 2025 dataset; level of theory: wB97M-V/def2-TZVPD.

Values from the calculation:
HOMO energy (eV): -9.9
Calculated total energy (eV): -56534.8942
Energy above the lowest of the compared OMol25 structures with the same formula, charge and spin (eV): 4.198
HOMO-LUMO gap (eV): 7.977
Largest force on an atom (eV Å⁻¹): 5.42

```
! wB97M-V def2-TZVPD RIJCOSX def2/J DEFGRID3
* xyz 1 1
O 1.81 -2.28 -1.93
O 0.75 -0.65 -3.35
C 3.03 -2.89 -1.45
C 3.18 -3.15 0.03
H 3.80 -2.19 -1.82
H 3.11 -3.79 -2.02
H 2.88 -2.28 0.61
H 4.21 -3.45 0.25
H 2.55 -4.02 0.34
C 0.65 -3.05 -1.55
C 0.57 -4.31 -2.36
H -0.21 -2.39 -1.74
H 0.66 -3.25 -0.47
H 0.54 -4.11 -3.45
H -0.37 -4.80 -2.11
H 1.43 -4.98 -2.13
C -0.50 -0.23 -4.07
C 1.77 -0.83 -4.40
C -1.70 -0.76 -3.35
H -0.49 -0.54 -5.12
H -0.55 0.85 -4.10
H -1.69 -1.85 -3.35
H -2.64 -0.44 -3.80
H -1.75 -0.40 -2.34
C 1.60 -2.05 -5.27
H 2.72 -0.87 -3.86
H 1.74 0.06 -5.05
H 1.71 -3.00 -4.71
H 2.42 -2.08 -6.01
H 0.64 -2.07 -5.86
H 1.10 -1.03 -2.49
N -0.79 -0.20 3.10
C -1.60 0.29 4.07
C -2.41 1.41 3.91
C -2.66 2.13 2.76
C -1.65 -0.45 5.38
H -0.66 -0.78 5.71
H -2.30 -1.34 5.32
H -2.06 0.23 6.13
C -3.85 3.04 2.68
H -4.52 2.73 1.87
H -3.51 4.08 2.53
H -4.37 2.96 3.65
N -1.84 2.07 1.70
C -0.33 -1.55 3.11
C 1.01 -1.84 3.48
C 1.91 -0.80 4.10
C 1.46 -3.15 3.30
H 2.50 -3.38 3.61
C 0.63 -4.13 2.80
H 0.99 -5.16 2.65
C -0.70 -3.84 2.44
H -1.39 -4.60 2.09
C -1.18 -2.53 2.60
C -2.61 -2.20 2.31
C -2.10 2.67 0.44
C -1.49 3.92 0.17
C -0.96 4.77 1.29
C -1.48 4.34 -1.16
H -0.97 5.32 -1.38
C -2.07 3.60 -2.14
H -1.94 3.95 -3.24
C -2.70 2.44 -1.86
H -3.20 1.84 -2.70
C -2.75 1.92 -0.59
C -3.46 0.64 -0.25
La 0.33 1.24 1.30
H 2.66 -0.39 3.40
H 2.49 -1.31 4.89
H 1.40 0.08 4.54
H -2.76 -1.29 1.69
H -3.20 -2.03 3.23
H -3.09 -3.02 1.76
H -0.38 5.63 0.91
H -0.30 4.24 1.99
H -1.76 5.17 1.91
H -3.92 0.66 0.74
H -2.79 -0.23 -0.29
H -4.25 0.45 -0.99
H -3.02 1.70 4.80
C 0.93 0.33 -0.79
Si 2.08 1.66 -1.43
H -0.18 0.38 -0.99
H 1.26 -0.53 -0.13
C 3.78 0.95 -1.82
C 2.28 2.97 -0.11
C 1.40 2.58 -2.92
H 1.91 3.55 -3.01
H 0.32 2.80 -2.82
H 1.59 2.04 -3.86
H 4.40 0.95 -0.91
H 4.30 1.56 -2.57
H 3.74 -0.07 -2.21
H 2.65 2.62 0.88
H 1.39 3.60 0.04
H 3.05 3.66 -0.50
O 0.96 3.42 4.29
N 0.95 2.96 3.18
O 1.90 2.07 2.85
*
```

A gas-phase ion, C4H10NO (charge -1). Source: the Open Molecules 2025 dataset; level of theory: wB97M-V/def2-TZVPD.

Values from the calculation:
HOMO energy (eV): -2.2
Calculated total energy (eV): -7846.5548
Energy above the lowest of the compared OMol25 structures with the same formula, charge and spin (eV): 0.981
Structure (SMILES): CN(C)CC[O-]
HOMO-LUMO gap (eV): 6.305
Largest force on an atom (eV Å⁻¹): 1.48

```
! wB97M-V def2-TZVPD RIJCOSX def2/J DEFGRID3
* xyz -1 1
C 1.97 -1.01 -0.17
N 0.87 -0.12 -0.46
C -0.12 -0.73 -1.34
C 0.24 0.37 0.78
C -1.05 1.23 0.61
O -2.19 0.52 0.67
H 2.52 -0.50 0.63
H 1.72 -2.04 0.14
H 2.66 -0.99 -1.01
H -1.00 -0.10 -1.37
H 0.28 -0.81 -2.35
H -0.41 -1.69 -0.94
H 1.02 0.85 1.41
H -0.03 -0.48 1.44
H -0.96 2.06 1.36
H -0.88 1.73 -0.39
*
```

- Which of these has the highest calculated total energy?
  C7H10

What did the third record say?
C3H7N3S in the gas phase. Source: the Open Molecules 2025 dataset; level of theory: wB97M-V/def2-TZVPD.

Values from the calculation:
HOMO energy (eV): -8.2
Calculated total energy (eV): -18527.5179
Energy above the lowest of the compared OMol25 structures with the same formula, charge and spin (eV): 2.953
Structure (SMILES): C/C(=N\N)C(N)=S
HOMO-LUMO gap (eV): 8.309
Largest force on an atom (eV Å⁻¹): 3.30

```
! wB97M-V def2-TZVPD RIJCOSX def2/J DEFGRID3
* xyz 0 1
C 1.24 -1.09 0.77
C 0.30 -0.43 -0.19
N 0.40 -0.64 -1.45
N 1.44 -1.53 -1.76
C -0.51 0.71 0.23
N -0.92 1.34 -0.83
S -1.10 1.00 1.67
H 1.43 -0.72 1.87
H 0.72 -2.05 1.02
H 2.15 -1.11 0.06
H 1.45 -1.92 -2.72
H 1.32 -2.32 -1.14
H -0.53 0.64 -1.59
H -1.68 2.12 -0.76
*
```

- The lowest largest force on an atom belongs to which entry?
  C27H30F3GeNO8P2Pd